(1)
Formula: C4H8O
Source: OMol25
Level of theory: ωB97M-V/def2-TZVPD

```
13
Properties=species:S:1:pos:R:3:forces:R:3:mulliken_charge:R:1
H 1.3817 -1.2262 -0.7122 -0.487 0.261 -1.379 0.381
H -1.5665 1.1451 1.0090 0.467 -0.418 -0.451 0.265
O 2.0127 0.6875 -0.2950 -0.506 -0.015 0.090 -0.505
H 2.4503 0.3333 0.5007 -0.147 0.295 -0.396 0.307
H -0.3295 1.4172 -1.0623 -0.287 0.568 -0.878 0.289
C 0.9788 -0.2149 -0.6260 -3.479 -0.555 3.849 -0.344
H -0.9755 -0.1929 -1.6753 -0.214 0.383 -0.737 0.264
H -0.2278 -1.5907 0.7191 0.251 -0.186 0.588 0.281
H -2.3045 -0.3582 0.3858 0.917 0.155 -0.205 0.236
C -0.5290 0.3797 -0.8825 0.501 0.719 -1.954 -0.373
H 0.5335 -0.0885 1.4957 0.071 -0.331 1.255 0.370
C -0.0609 -0.5211 0.7181 1.660 -0.713 0.862 -0.470
C -1.3632 0.2296 0.4247 1.251 -0.162 -0.644 -0.702
```
Positions in Å, forces in eV/Å.

Properties
max |F| = 0.101 Eh/bohr
LUMO energy = 1.034 eV
molar mass = 72.11 g mol⁻¹
electronic energy = -6321.5704 eV
energy relative to the best compared isomer or geometry (same formula, charge and spin) = 3.597 eV
HOMO = -7.893 eV



(2)
Formula: C4H8O
Source: OMol25
Level of theory: ωB97M-V/def2-TZVPD

```
13
Properties=species:S:1:pos:R:3:forces:R:3:mulliken_charge:R:1
H 1.8462 2.0058 -0.4201 0.608 -2.865 -0.212 0.247
C -1.4905 0.7572 -0.3914 0.940 2.434 -0.306 -0.210
H 2.1065 0.0872 -1.0412 -0.031 0.371 -0.156 0.361
O -1.4556 0.7237 1.0664 0.337 -1.185 -0.073 -0.423
H 2.7173 0.6915 0.6617 -0.708 -0.019 -1.253 0.250
H -0.7078 -1.8583 -0.6231 0.317 -0.600 -0.052 0.295
H -1.2503 -1.9393 1.1303 1.251 0.619 -1.255 0.298
H -1.0297 1.8056 -0.6389 -1.645 -2.124 -0.695 0.187
C -0.4611 -1.5290 0.3806 -4.714 0.983 0.382 -1.152
H 0.4545 -1.7588 0.7080 3.464 -1.465 0.974 0.369
C -0.5645 -0.0484 0.3154 0.437 0.386 1.001 0.371
H -2.3229 0.1934 -0.8491 0.135 1.123 -0.078 0.265
C 2.1579 0.8694 -0.2986 -0.390 2.341 1.724 -0.859
```
Positions in Å, forces in eV/Å.

Properties
max |F| = 0.094 Eh/bohr
LUMO energy (spin up / spin down) = 0.435 / 0.613 eV
molar mass = 72.11 g mol⁻¹
electronic energy = -6319.0540 eV
energy relative to the best compared isomer or geometry (same formula, charge and spin) = 6.114 eV
HOMO (spin up / spin down) = -7.940 / -8.628 eV



(3)
Formula: C4H8O
Source: OMol25
Level of theory: ωB97M-V/def2-TZVPD

```
13
Properties=species:S:1:pos:R:3:forces:R:3:mulliken_charge:R:1
H -2.0139 -0.7084 1.0132 0.140 0.088 0.422 0.243
H 1.8104 -0.7445 -0.9060 -0.345 -0.099 -0.177 0.321
H 1.8637 2.5720 0.2546 -0.025 -0.122 -0.517 0.256
H 2.2567 -0.3924 1.0805 -0.128 0.154 0.332 0.287
H -2.7889 -1.2298 -1.8802 -0.144 0.222 -0.113 0.220
H 2.9508 1.9743 1.5645 -0.645 -0.229 0.776 0.235
C 1.8882 0.4717 0.5385 1.694 0.222 -1.652 0.062
C -2.1642 -1.2541 0.1044 -0.384 -0.103 -0.556 -0.493
C -2.6484 -0.6543 -0.9743 0.241 -0.332 0.332 -0.419
H -1.9711 -2.3192 0.0858 0.177 0.025 0.150 0.227
C 2.1889 1.7275 0.8381 0.169 0.197 0.405 -0.685
H -2.8927 0.3965 -0.9503 -0.020 0.093 -0.230 0.222
O 1.5205 0.1606 -0.7687 -0.729 -0.117 0.829 -0.476
```
Positions in Å, forces in eV/Å.

Properties
max |F| = 0.046 Eh/bohr
SMILES = C=CO.C=C
LUMO energy = 0.858 eV
molar mass = 72.11 g mol⁻¹
electronic energy = -6322.7754 eV
energy relative to the best compared isomer or geometry (same formula, charge and spin) = 2.393 eV
HOMO = -8.945 eV



(4)
Formula: C4H8O
Source: OMol25
Level of theory: ωB97M-V/def2-TZVPD

```
13
Properties=species:S:1:pos:R:3:forces:R:3:mulliken_charge:R:1
H -1.6189 -0.6036 -1.1082 -0.036 -0.062 0.133 0.244
H -2.4040 1.3619 0.2652 0.252 -0.262 -0.058 0.211
C -1.1999 -0.4762 -0.1205 -0.295 -0.372 -0.102 -0.225
C -1.6561 0.6689 0.6744 0.116 -0.077 -0.095 -0.211
O -0.3231 0.9369 0.2445 0.535 0.588 0.080 -0.353
H 0.7459 0.5235 -1.6444 -0.143 -0.226 0.082 0.174
H 2.7083 -0.6708 -0.6678 -0.178 0.061 0.029 0.352
H -0.9284 -1.3782 0.4119 -0.081 0.069 -0.098 0.224
H -1.7529 0.5824 1.7650 0.132 -0.142 -0.323 0.204
C 1.8809 -0.3013 -0.0406 -0.154 -0.071 0.075 -0.894
H 2.1588 0.6925 0.3399 -0.007 -0.121 -0.083 0.283
H 1.7819 -0.9881 0.8057 0.037 0.053 -0.071 0.218
C 0.6693 -0.2941 -0.9140 -0.178 0.563 0.430 -0.226
```
Positions in Å, forces in eV/Å.

Properties
max |F| = 0.016 Eh/bohr
LUMO energy = 0.800 eV
molar mass = 72.11 g mol⁻¹
electronic energy = -6318.8015 eV
energy relative to the best compared isomer or geometry (same formula, charge and spin) = 6.366 eV
HOMO = -7.574 eV



(5)
Formula: C4H8O
Source: OMol25
Level of theory: ωB97M-V/def2-TZVPD

```
13
Properties=species:S:1:pos:R:3:forces:R:3:mulliken_charge:R:1
C -0.2256 -0.1500 0.8360 -0.013 -0.060 -0.620 -0.203
C -0.2835 0.5867 -0.5234 0.396 0.046 -0.197 -0.164
H 0.5674 1.2129 -0.7447 -0.010 1.004 0.626 0.355
O -1.5730 1.0278 -0.8791 -0.361 0.090 0.110 -0.420
H 1.1909 -1.0415 2.2357 -0.042 0.149 -0.190 0.339
H -0.8263 -1.0598 0.7761 -0.044 -0.037 -0.032 0.300
H -0.7067 0.4754 1.6151 0.133 -0.049 -0.655 0.220
H 1.7990 0.4145 1.4245 -0.106 -0.139 -0.029 0.310
C -0.9224 0.2190 -1.8366 0.327 -0.514 0.178 -0.340
H 1.6899 -1.1167 0.5423 0.058 0.021 0.065 0.317
C 1.1948 -0.4900 1.2879 0.023 -0.024 -0.141 -1.174
H -0.7981 0.7681 -2.7992 0.625 -0.555 0.886 0.253
H -1.1064 -0.8465 -1.9347 -0.985 0.068 0.000 0.206
```
Positions in Å, forces in eV/Å.

Properties
max |F| = 0.024 Eh/bohr
SMILES = CC[C@H]1CO1
LUMO energy = 1.154 eV
molar mass = 72.11 g mol⁻¹
electronic energy = -6323.4192 eV
energy relative to the best compared isomer or geometry (same formula, charge and spin) = 1.749 eV
HOMO = -10.152 eV



(6)
Formula: C4H8O
Source: OMol25
Level of theory: ωB97M-V/def2-TZVPD

```
13
Properties=species:S:1:pos:R:3:forces:R:3:mulliken_charge:R:1
H 1.0731 0.2329 -1.6107 0.352 0.005 0.155 0.322
H -1.5079 0.0102 1.3523 0.148 -0.068 -0.056 0.332
H -2.0778 1.2684 0.2386 -0.007 -0.081 0.147 0.299
C 0.6864 -1.6014 -0.5348 -0.057 -0.059 0.108 -1.242
H 0.1200 -2.1183 -1.3159 -0.021 0.196 0.120 0.325
H 0.1040 1.9408 -0.4404 -0.160 -0.014 -0.104 0.331
C -0.0150 0.9781 0.0598 -0.292 0.212 -0.132 0.176
C 0.6832 -0.1016 -0.6471 0.202 -0.127 -0.238 0.179
O 1.2509 0.5242 0.5090 0.246 0.204 0.046 -0.459
C -1.2569 0.9678 0.8980 -0.025 -0.095 0.138 -1.144
H 1.7443 -1.8761 -0.6542 -0.264 -0.119 0.029 0.281
H 0.3791 -1.9453 0.4545 -0.143 0.070 -0.122 0.324
H -1.1834 1.7203 1.6909 0.022 -0.124 -0.091 0.277
```
Positions in Å, forces in eV/Å.

Properties
max |F| = 0.007 Eh/bohr
SMILES = C[C@@H]1O[C@@H]1C
LUMO energy = 1.120 eV
molar mass = 72.11 g mol⁻¹
electronic energy = -6323.8611 eV
energy relative to the best compared isomer or geometry (same formula, charge and spin) = 1.307 eV
HOMO = -9.843 eV



(7)
Formula: C4H8O
Source: OMol25
Level of theory: ωB97M-V/def2-TZVPD

```
13
Properties=species:S:1:pos:R:3:forces:R:3:mulliken_charge:R:1
H -1.0683 2.0414 -0.6030 0.062 -0.158 -0.055 0.213
C -0.7361 1.0477 -0.8953 0.008 0.198 -0.086 -0.554
C -0.2676 0.1389 0.1946 -0.335 0.087 -0.213 -0.189
H 1.7306 0.8148 1.1085 -0.102 -0.171 -0.045 0.281
O 0.8659 -0.7749 -0.3904 -0.063 -0.122 0.143 -0.334
H -2.4869 -0.0203 0.0511 0.165 -0.034 -0.082 0.204
C 1.4732 -0.2369 1.1574 0.486 -0.044 0.302 -0.468
H -0.2423 1.0059 -1.8644 -0.048 -0.031 0.166 0.208
H 0.9498 -0.4802 2.0751 0.018 0.015 -0.202 0.312
H -1.5897 -0.9705 -1.2246 0.035 0.107 0.115 0.231
C -1.5612 -0.1518 -0.5042 -0.214 -0.080 -0.014 -0.534
H 2.3706 -0.8609 1.0306 -0.086 0.054 -0.003 0.281
H 0.5782 -1.6894 -0.2285 0.074 0.180 -0.026 0.349
```
Positions in Å, forces in eV/Å.

Properties
max |F| = 0.011 Eh/bohr
LUMO energy = 0.917 eV
molar mass = 72.11 g mol⁻¹
electronic energy = -6318.7249 eV
energy relative to the best compared isomer or geometry (same formula, charge and spin) = 6.443 eV
HOMO = -7.114 eV



(8)
Formula: C4H8O
Source: OMol25
Level of theory: ωB97M-V/def2-TZVPD

```
13
Properties=species:S:1:pos:R:3:forces:R:3:mulliken_charge:R:1
O -1.1875 0.4956 0.5749 0.185 0.119 0.035 -0.361
H -2.8268 -0.6791 0.4765 0.155 -0.031 -0.045 0.210
H 1.6871 -0.9480 1.3006 -0.075 0.118 -0.112 0.231
C 1.2285 1.2065 0.7272 -0.280 0.077 0.026 -0.393
H -1.6235 -1.0038 -0.8036 -0.005 0.039 0.157 0.283
H 0.6352 0.7372 -2.7199 -0.059 -0.017 0.024 0.203
H 0.1601 0.8202 -2.1534 0.058 0.020 -0.057 -0.207
H -1.3246 -1.5645 0.8687 -0.051 0.125 -0.080 0.312
C -1.7618 -0.7686 0.2576 -0.150 -0.258 -0.069 -0.611
C 0.1427 0.5225 0.5893 0.328 0.200 0.065 0.333
H 1.7681 2.1209 0.9053 -0.100 -0.136 -0.035 0.358
H 1.7216 -0.6484 -0.5013 -0.095 0.092 0.143 0.203
C 1.3810 -0.2905 0.4782 0.087 -0.348 -0.053 -0.560
```
Positions in Å, forces in eV/Å.

Properties
max |F| = 0.008 Eh/bohr
SMILES = COC1=CC1.[H][H]
LUMO energy = 1.116 eV
molar mass = 72.11 g mol⁻¹
electronic energy = -6321.0827 eV
energy relative to the best compared isomer or geometry (same formula, charge and spin) = 4.085 eV
HOMO = -8.585 eV